1.
This record from the Open Molecules 2025 dataset describes a cluster of 11 separate species, C31H51Cl12N4O9 in total. The level of theory is ωB97M-V/def2-TZVPD.

The HOMO-LUMO gap is 4.02 eV. The HOMO energy is 0.0256 Eh. For the LUMO energy, the calculation gives 4.7 eV.

```
! wB97M-V def2-TZVPD RIJCOSX def2/J DEFGRID3
* xyz -3 1
C -0.388 29.218 12.815
C -0.558 27.808 12.277
N -1.008 27.035 13.414
C -0.222 26.314 14.308
C -1.012 25.826 15.290
N -2.287 26.304 15.017
C -2.220 27.108 13.947
C -3.512 25.984 15.801
H -0.192 29.931 12.014
H 0.485 29.254 13.467
H -1.325 29.437 13.326
H 0.337 27.351 11.854
H -1.363 27.710 11.553
H 0.840 26.221 14.158
H -0.863 25.177 16.142
H -3.092 27.673 13.614
H -3.320 25.531 16.772
H -4.061 25.269 15.194
H -4.091 26.902 15.885
C 0.663 22.518 18.241
C -0.297 23.439 17.883
C -0.532 24.743 18.643
O -1.403 25.599 18.346
C 0.236 25.005 19.762
C 1.208 24.074 20.290
C 1.546 22.806 19.381
O 2.580 22.162 19.568
O 1.824 24.245 21.344
O -0.984 23.125 16.830
H 0.877 21.624 17.675
H 0.213 25.913 20.349
C -4.642 29.917 12.652
O -3.778 29.491 11.801
O -4.808 29.344 13.793
O -5.283 31.015 12.519
Cl -5.684 20.946 16.246
C -4.391 22.175 16.265
C -4.545 23.183 17.408
Cl -6.176 23.906 17.530
H -4.446 22.643 15.282
H -3.428 21.670 16.202
H -3.825 23.997 17.315
H -4.288 22.866 18.418
Cl -1.479 23.099 12.641
C -0.990 22.196 14.153
C 0.552 22.007 14.219
Cl 1.589 23.476 14.078
H -1.491 21.242 14.008
H -1.423 22.775 14.967
H 0.905 21.278 13.490
H 0.724 21.501 15.170
Cl 3.208 29.618 13.699
C 3.301 31.100 14.669
C 4.722 31.441 15.090
Cl 4.500 32.538 16.470
H 2.726 30.789 15.539
H 2.836 31.869 14.058
H 5.266 31.936 14.288
H 5.256 30.558 15.435
Cl 0.251 29.737 16.442
C 0.135 28.423 17.644
C 0.049 28.967 19.044
Cl -1.538 29.921 19.134
H 1.049 27.834 17.542
H -0.585 27.658 17.354
H 0.822 29.686 19.302
H 0.037 28.068 19.660
Cl -4.901 24.540 10.552
C -4.501 25.589 11.876
C -5.723 26.004 12.668
Cl -6.325 24.712 13.686
H -3.960 26.418 11.418
H -3.746 25.066 12.463
H -6.541 26.387 12.062
H -5.488 26.802 13.379
Cl -0.996 26.853 9.047
C -2.322 27.788 8.357
C -2.527 29.223 8.901
Cl -1.100 30.235 8.499
H -3.186 27.155 8.551
H -2.174 27.907 7.284
H -2.708 29.196 9.978
H -3.420 29.675 8.472
C -3.997 33.335 13.078
O -4.158 34.425 13.624
N -2.913 33.032 12.324
C -2.833 31.845 11.454
C -1.819 33.950 12.143
H -4.705 32.488 13.083
H -3.689 31.169 11.534
H -1.951 31.331 11.837
H -2.712 32.126 10.406
H -0.917 33.494 12.558
H -1.706 34.001 11.057
H -2.043 34.928 12.565
C -4.921 29.043 17.208
O -5.666 29.778 16.583
N -5.372 28.084 18.031
C -4.414 27.107 18.536
C -6.784 27.806 18.272
H -3.822 29.120 17.190
H -4.465 27.229 19.619
H -3.408 27.303 18.168
H -4.637 26.078 18.258
H -7.069 27.995 19.309
H -7.497 28.408 17.709
H -6.973 26.789 17.926
*
```

2.
This record from the Open Molecules 2025 dataset describes an isolated molecule of C7H8. The level of theory is ωB97M-V/def2-TZVPD.

The HOMO-LUMO gap is 9.95 eV. The HOMO energy is -0.3376 Eh. As for the energy above the lowest of the compared OMol25 structures with the same formula, charge and spin: 110.1 kcal/mol. For the LUMO energy, the calculation gives 0.8 eV. As for the SMILES: C#CC(C)(C)C#C.

```
! wB97M-V def2-TZVPD RIJCOSX def2/J DEFGRID3
* xyz 0 1
C 2.219 -0.904 0.169
C 1.031 -0.712 0.230
C -0.284 -0.024 0.061
C -1.113 -0.679 -1.054
C -1.102 0.079 1.357
C 0.289 1.282 -0.378
C 1.300 1.876 -0.656
H 3.281 -0.973 0.078
H -0.519 -0.772 -1.966
H -1.997 -0.070 -1.272
H -1.443 -1.677 -0.744
H -1.444 -0.913 1.670
H -0.511 0.517 2.166
H -1.981 0.709 1.189
H 2.274 2.263 -0.850
*
```

3.
This record from the Open Molecules 2025 dataset describes a structure of composition C10H10Cl2CrO4. The level of theory is ωB97M-V/def2-TZVPD.

The HOMO-LUMO gap (spin up / spin down) is 2.96 / 3.21 eV. The expectation value of S² is 4.225. The HOMO energy (spin up / spin down) is -0.1334 / -0.1162 Eh. As for the energy above the lowest of the compared OMol25 structures with the same formula, charge and spin: 115.3 kcal/mol. For the LUMO energy (spin up / spin down), the calculation gives -0.7 / 0.1 eV.

```
! wB97M-V def2-TZVPD RIJCOSX def2/J DEFGRID3
* xyz -1 4
C -3.075 -1.116 -0.221
C -3.082 -1.179 -1.661
C -2.192 -0.123 -2.155
H -3.702 -1.802 -2.328
C -1.793 0.665 -1.029
C -2.242 0.019 0.156
H -2.100 0.454 1.163
H -3.680 -1.708 0.465
H -2.091 0.214 -3.211
H -1.276 1.642 -1.083
Cr -1.266 -1.986 -0.976
Cl 0.239 -3.669 -0.314
C 2.898 0.363 0.487
C 2.199 1.504 -0.069
C 2.239 1.386 -1.509
H 2.065 2.433 0.465
C 2.727 0.071 -1.818
C 3.136 -0.568 -0.587
H 3.352 -1.626 -0.455
H 3.134 0.202 1.546
H 1.888 2.130 -2.225
H 2.526 -0.455 -2.749
O -1.012 -0.383 3.850
Cl 0.020 0.627 3.634
O -0.015 1.625 4.696
O 1.335 -0.017 3.589
O -0.231 1.296 2.339
*
```

4.
This record from the Open Molecules 2025 dataset describes a cluster of 2 separate species, C5H13NS in total. The level of theory is ωB97M-V/def2-TZVPD.

The HOMO-LUMO gap (spin up / spin down) is 5.72 / 5.93 eV. The HOMO energy (spin up / spin down) is -0.2422 / -0.2585 Eh. As for the energy above the lowest of the compared OMol25 structures with the same formula, charge and spin: 185.7 kcal/mol. For the LUMO energy (spin up / spin down), the calculation gives -0.9 / -1.1 eV.

```
! wB97M-V def2-TZVPD RIJCOSX def2/J DEFGRID3
* xyz 0 1
C 0.824 -1.307 -1.416
C -0.928 -1.947 0.584
C -0.120 1.795 -1.880
C -0.895 1.055 -0.783
C -0.164 0.529 0.501
N 0.941 -0.071 3.112
S 0.555 -1.131 0.301
H 1.534 -0.433 -1.707
H 0.860 -2.341 -1.795
H -1.203 -1.751 1.740
H -1.020 -2.927 0.252
H 0.967 2.021 -1.651
H -0.072 1.248 -2.793
H -0.499 2.793 -2.125
H -1.525 0.175 -1.071
H -1.617 1.766 -0.428
H 0.650 1.257 1.002
H -0.823 0.414 1.397
H 0.908 -0.498 4.109
H 1.628 -0.645 2.650
*
```

5.
This record from the Open Molecules 2025 dataset describes a structure of composition C42H41N5O2P2PtSi. The level of theory is ωB97M-V/def2-TZVPD.

The HOMO-LUMO gap (spin up / spin down) is 7.62 / 4.97 eV. The expectation value of S² is 6.019. The HOMO energy (spin up / spin down) is -0.4276 / -0.5001 Eh. As for the energy above the lowest of the compared OMol25 structures with the same formula, charge and spin: 13.0 kcal/mol. For the LUMO energy (spin up / spin down), the calculation gives -4.0 / -8.6 eV.

```
! wB97M-V def2-TZVPD RIJCOSX def2/J DEFGRID3
* xyz 2 5
Pt 0.145 -0.109 1.101
C 1.785 2.588 3.198
Si 1.017 2.098 1.566
C -0.451 3.220 1.195
C -0.413 4.555 1.614
C -1.420 5.440 1.272
C -2.517 4.999 0.537
C -2.600 3.672 0.153
C -1.561 2.783 0.459
P -1.751 1.058 -0.127
C -3.439 0.725 0.474
C -3.680 1.027 1.819
C -4.953 0.904 2.344
C -5.999 0.468 1.534
C -5.761 0.148 0.209
C -4.481 0.269 -0.325
C -1.844 1.141 -1.934
C -2.220 -0.020 -2.617
C -2.463 0.021 -3.981
C -2.308 1.214 -4.674
C -1.860 2.350 -4.014
C -1.612 2.316 -2.648
C 2.283 2.477 0.220
C 2.872 3.747 0.172
C 3.901 4.024 -0.715
C 4.375 3.032 -1.568
C 3.794 1.777 -1.551
C 2.737 1.510 -0.673
P 1.989 -0.138 -0.706
C 3.359 -1.236 -0.278
C 4.089 -1.949 -1.225
C 5.192 -2.694 -0.827
C 5.569 -2.728 0.508
C 4.841 -2.017 1.456
C 3.739 -1.277 1.066
C 1.517 -0.470 -2.406
C 1.284 0.572 -3.304
C 0.882 0.283 -4.600
C 0.674 -1.031 -4.994
C 0.872 -2.070 -4.093
C 1.286 -1.793 -2.800
H 2.267 3.567 3.100
H 2.557 1.875 3.505
H 1.035 2.656 3.994
H 0.418 4.910 2.218
H -1.359 6.477 1.584
H -3.309 5.687 0.269
H -3.469 3.323 -0.393
H -2.865 1.374 2.445
H -5.141 1.159 3.381
H -7.001 0.387 1.938
H -6.575 -0.192 -0.421
H -4.313 0.024 -1.365
H -2.330 -0.953 -2.072
H -2.773 -0.877 -4.504
H -2.519 1.255 -5.737
H -1.708 3.273 -4.560
H -1.265 3.208 -2.145
H 2.522 4.534 0.835
H 4.343 5.014 -0.739
H 5.195 3.238 -2.244
H 4.154 1.003 -2.221
H 3.816 -1.912 -2.273
H 5.765 -3.241 -1.565
H 6.438 -3.298 0.809
H 5.142 -2.038 2.496
H 3.168 -0.717 1.800
H 1.457 1.598 -3.006
H 0.731 1.089 -5.306
H 0.358 -1.249 -6.007
H 0.715 -3.096 -4.403
H 1.450 -2.601 -2.094
N -0.461 -0.683 4.005
C -1.715 -1.315 4.360
C -1.957 -2.635 3.683
C -2.188 -2.570 2.055
O -2.423 -3.687 1.615
O -2.134 -1.429 1.590
H 0.335 -1.270 4.219
H -0.346 0.199 4.486
H -2.530 -0.628 4.146
H -1.759 -1.553 5.433
H -2.883 -3.079 4.045
H -1.141 -3.346 3.811
N 1.424 -6.756 0.677
C 0.638 -5.685 0.783
N -0.677 -5.849 0.895
N 1.252 -4.506 0.742
C 0.890 -3.293 0.917
N 0.788 -2.144 1.127
H 1.067 -7.694 0.718
H 2.416 -6.613 0.601
H -1.086 -6.768 0.893
H -1.286 -5.062 1.042
*
```

6.
This record from the Open Molecules 2025 dataset describes a cluster of 2 separate species, C11H19N3 in total. The level of theory is ωB97M-V/def2-TZVPD.

The HOMO-LUMO gap is 7.84 eV. The HOMO energy is -0.5466 Eh. As for the energy above the lowest of the compared OMol25 structures with the same formula, charge and spin: 58.4 kcal/mol. For the LUMO energy, the calculation gives -7.0 eV.

```
! wB97M-V def2-TZVPD RIJCOSX def2/J DEFGRID3
* xyz 2 1
C -1.330 1.396 -2.852
C -0.721 0.264 -2.131
C -0.960 2.557 -2.318
C 0.158 0.871 -1.131
C 1.592 -0.917 0.156
C 0.187 2.378 -1.253
C 0.641 0.129 -0.078
C -0.215 -0.796 2.715
C -3.053 0.626 0.813
C 2.241 -2.205 -0.126
C -0.936 0.113 1.877
N 1.902 0.188 0.722
N 3.709 -2.054 0.353
N -2.081 -0.221 1.409
H -2.158 1.209 -3.623
H -0.138 -0.378 -2.735
H -1.193 3.545 -2.895
H 1.043 2.690 -1.884
H 0.082 2.987 -0.332
H -0.534 -1.852 2.514
H -0.781 -0.733 3.672
H 0.809 -0.692 2.741
H -2.838 1.588 1.120
H -3.051 0.545 -0.297
H -4.049 0.433 1.231
H 2.276 -2.252 -1.172
H 1.883 -3.102 0.309
H -0.674 1.195 1.941
H 3.863 -2.427 1.286
H 3.763 -1.117 0.535
H 4.399 -2.304 -0.283
H -2.392 -1.242 1.450
H -1.445 -0.422 -1.734
*
```

Calculated DFT total energy (eV), listed in the same order as above: -207630.183; -7383.971; -72177.827; -17713.197; -85452.543; -16164.002